(1)
{"formula": "C25H58N7O13S2", "method": "ωB97M-V with the def2-TZVPD basis set", "elements": ["C", "C", "O", "C", "C", "O", "C", "C", "O", "C", "S", "O", "O", "N", "S", "O", "O", "H", "H", "H", "H", "H", "H", "H", "H", "H", "H", "H", "H", "H", "H", "H", "H", "C", "C", "O", "N", "C", "H", "H", "H", "H", "H", "H", "H", "C", "C", "O", "N", "C", "H", "H", "H", "H", "H", "H", "H", "C", "C", "O", "N", "C", "H", "H", "H", "H", "H", "H", "H", "C", "C", "O", "N", "C", "H", "H", "H", "H", "H", "H", "H", "C", "C", "O", "N", "C", "H", "H", "H", "H", "H", "H", "H", "C", "C", "O", "N", "C", "H", "H", "H", "H", "H", "H", "H"], "xyz": [[-1.000, -7.708, -1.570], [-0.084, -7.003, -2.615], [1.020, -7.860, -2.886], [2.114, -7.143, -3.452], [3.410, -7.792, -2.815], [3.157, -7.964, -1.421], [3.891, -7.050, -0.624], [3.678, -5.556, -0.992], [4.485, -4.751, -0.111], [3.729, -3.705, 0.435], [3.309, -2.379, -0.773], [3.636, -2.753, -2.173], [4.126, -1.172, -0.381], [1.688, -2.067, -0.462], [1.145, -0.706, -1.268], [-0.208, -1.046, -1.817], [2.017, -0.212, -2.364], [-1.795, -7.019, -1.207], [-1.493, -8.613, -1.991], [-0.419, -8.032, -0.682], [-0.677, -6.881, -3.546], [0.218, -6.021, -2.200], [2.062, -6.057, -3.237], [2.138, -7.355, -4.545], [4.316, -7.196, -3.032], [3.504, -8.808, -3.259], [3.513, -7.176, 0.416], [4.972, -7.319, -0.589], [2.610, -5.249, -0.977], [4.043, -5.322, -2.016], [4.346, -3.242, 1.229], [2.792, -4.044, 0.936], [0.948, 0.323, -0.367], [-2.590, 3.592, -4.242], [-3.405, 2.348, -4.484], [-4.565, 2.400, -4.889], [-2.814, 1.157, -4.239], [-1.461, 0.900, -3.761], [-3.193, 4.466, -4.481], [-2.293, 3.651, -3.194], [-1.706, 3.595, -4.881], [-3.414, 0.369, -4.422], [-0.940, 0.292, -4.500], [-1.517, 0.344, -2.828], [-0.906, 1.819, -3.598], [2.927, 2.772, 0.273], [1.832, 2.783, 1.308], [0.879, 2.021, 1.254], [1.928, 3.677, 2.330], [2.969, 4.658, 2.574], [2.712, 2.009, -0.472], [2.981, 3.741, -0.228], [3.885, 2.538, 0.739], [1.160, 3.621, 2.980], [3.418, 4.460, 3.550], [2.522, 5.655, 2.589], [3.741, 4.625, 1.812], [-1.107, 8.719, 1.839], [-0.167, 7.726, 2.471], [0.986, 8.017, 2.760], [-0.637, 6.477, 2.719], [-1.960, 5.942, 2.453], [-0.589, 9.665, 1.706], [-1.433, 8.360, 0.862], [-1.971, 8.885, 2.484], [0.047, 5.871, 3.142], [-2.399, 5.605, 3.394], [-1.864, 5.085, 1.784], [-2.611, 6.681, 1.998], [0.691, 9.586, 5.283], [0.703, 11.084, 5.432], [-0.116, 11.801, 4.875], [1.669, 11.635, 6.217], [2.719, 10.961, 6.954], [-0.127, 9.299, 4.634], [1.622, 9.243, 4.836], [0.544, 9.113, 6.257], [1.616, 12.640, 6.270], [2.615, 11.198, 8.015], [3.686, 11.329, 6.604], [2.678, 9.885, 6.822], [-9.558, 1.869, -1.817], [-8.142, 1.988, -1.313], [-7.826, 1.641, -0.184], [-7.214, 2.501, -2.160], [-7.398, 2.965, -3.523], [-10.181, 1.445, -1.033], [-9.951, 2.852, -2.080], [-9.596, 1.208, -2.685], [-6.291, 2.551, -1.759], [-6.751, 2.383, -4.179], [-7.103, 4.014, -3.577], [-8.429, 2.864, -3.850], [0.881, -11.397, -0.500], [1.138, -10.392, 0.592], [0.618, -9.291, 0.592], [1.984, -10.749, 1.598], [2.695, -11.999, 1.772], [0.192, -10.966, -1.223], [1.812, -11.644, -1.012], [0.430, -12.300, -0.085], [2.108, -10.027, 2.290], [2.396, -12.445, 2.724], [3.767, -11.794, 1.800], [2.485, -12.698, 0.969]], "forces_ev_per_a": [[0.13, 0.11, 0.13], [-1.36, -0.94, 0.63], [0.11, 1.13, -0.14], [0.96, -1.07, 0.17], [-1.44, -0.22, -0.47], [0.99, 0.61, -0.30], [-0.34, 0.38, 1.07], [0.74, -0.20, -0.95], [-1.17, -0.01, -0.06], [-0.10, -0.24, 1.11], [0.90, 4.48, -1.65], [-0.88, -0.84, 2.38], [-1.16, -2.32, 0.17], [1.36, 0.79, -0.98], [-0.97, -1.89, -3.32], [1.82, 0.65, 1.93], [-0.76, -0.17, 2.28], [0.45, -0.33, -0.42], [0.33, 0.56, 0.12], [-0.30, 0.28, -0.74], [0.36, 0.38, 0.33], [0.09, -0.41, -0.38], [-0.02, -0.57, -0.19], [0.04, 0.54, 0.41], [-0.36, -0.31, 0.12], [0.10, 0.57, 0.30], [0.19, -0.04, -0.61], [-0.44, 0.37, -0.28], [0.53, -0.36, 0.27], [-0.34, -0.26, 0.54], [-0.28, 0.10, -0.75], [0.37, 0.12, -0.64], [0.31, -0.77, -0.11], [-0.06, 0.18, -0.02], [-0.12, -0.57, -0.08], [0.00, 0.20, 0.03], [-0.07, 0.76, -0.13], [-0.38, -0.36, -0.05], [-0.07, -0.12, -0.03], [0.17, -0.01, -0.07], [0.08, 0.00, 0.16], [0.04, -0.05, 0.05], [0.20, 0.03, 0.16], [0.29, 0.01, -0.04], [-0.09, 0.00, -0.05], [-0.05, -0.06, -0.05], [-0.16, -0.27, -0.13], [-0.04, 0.08, -0.01], [0.15, 0.05, -0.22], [-0.46, 0.00, 0.34], [0.00, -0.02, 0.08], [0.13, 0.01, 0.06], [0.04, 0.08, -0.09], [0.05, -0.08, 0.04], [0.18, 0.12, -0.07], [0.24, 0.11, -0.02], [-0.08, -0.08, -0.02], [0.01, 0.10, -0.03], [0.30, -0.18, 0.00], [0.01, -0.06, -0.16], [-0.13, 0.42, -0.08], [0.35, -0.35, 0.17], [0.07, -0.09, 0.08], [-0.14, 0.01, 0.07], [-0.08, -0.03, -0.13], [-0.02, -0.05, -0.04], [-0.19, 0.00, -0.11], [-0.21, 0.01, -0.02], [0.09, 0.04, 0.02], [0.01, 0.08, 0.22], [-0.25, 0.20, -0.13], [0.03, -0.06, 0.03], [-0.09, -0.27, -0.07], [-0.07, 0.53, -0.01], [0.03, 0.14, 0.01], [-0.07, -0.14, 0.05], [0.13, -0.05, -0.01], [0.02, 0.00, 0.00], [0.15, -0.17, 0.05], [0.10, -0.19, 0.11], [-0.06, 0.05, -0.05], [-0.14, -0.05, 0.02], [0.44, 0.01, 0.23], [-0.17, -0.01, 0.00], [-0.52, -0.06, 0.12], [0.40, -0.10, 0.11], [0.14, 0.01, 0.04], [-0.03, -0.07, -0.15], [-0.07, 0.13, -0.07], [0.04, -0.04, -0.08], [-0.06, 0.19, -0.16], [-0.08, -0.01, -0.23], [0.00, 0.00, 0.15], [-0.05, -0.07, -0.09], [-0.09, 0.45, -0.03], [0.07, -0.26, 0.30], [-0.09, -0.21, -0.20], [0.03, 0.46, 0.33], [0.06, 0.12, 0.09], [-0.04, -0.11, 0.02], [0.12, -0.08, -0.06], [0.03, 0.00, -0.01], [0.10, -0.21, -0.07], [0.04, -0.24, -0.03], [-0.04, 0.08, -0.01]], "total_charge": -1, "e_homo_ev": -5.6, "fmax_ev_per_a": 4.9, "spin_multiplicity": 1, "relative_energy_kcal_mol": 38.1}

(2)
{"formula": "FeH11O6", "method": "ωB97M-V with the def2-TZVPD basis set", "elements": ["Fe", "O", "H", "O", "H", "H", "O", "H", "H", "O", "H", "H", "O", "H", "H", "O", "H", "H"], "xyz": [[-0.103, -0.275, -0.076], [-0.619, -1.843, -0.708], [-1.448, -2.280, -0.942], [-1.535, 0.036, 1.368], [-1.495, -0.192, 2.309], [-2.467, 0.215, 1.170], [-1.255, 0.963, -1.326], [-0.873, 1.802, -1.625], [-2.042, 0.811, -1.872], [0.748, 1.607, 0.558], [1.684, 1.850, 0.630], [0.245, 2.290, 1.028], [1.541, -0.278, -1.423], [2.023, -1.022, -1.817], [1.640, 0.456, -2.047], [1.115, -1.163, 1.348], [1.490, -0.878, 2.194], [1.352, -2.098, 1.232]], "forces_ev_per_a": [[0.30, -0.78, -0.44], [-0.27, 0.29, 0.07], [0.13, -0.19, 0.02], [-0.43, 0.28, 0.36], [0.06, -0.10, -0.09], [0.06, 0.00, 0.00], [0.10, 0.38, -0.10], [-0.16, 0.03, 0.06], [0.11, -0.22, 0.01], [-0.05, 0.16, 0.03], [-0.03, -0.07, -0.06], [0.04, -0.04, 0.00], [0.12, 0.55, -0.12], [-0.20, -0.15, 0.13], [0.13, -0.07, -0.01], [0.17, -0.21, 0.21], [0.05, 0.08, -0.10], [-0.14, 0.05, 0.03]], "s_squared": 8.759, "total_charge": 2, "e_homo_ev": [-19.6, -19.3], "fmax_ev_per_a": 0.9, "spin_multiplicity": 6, "relative_energy_kcal_mol": 0.0}

(3)
{"formula": "C6H12NO4P", "method": "ωB97M-V with the def2-TZVPD basis set", "elements": ["O", "P", "O", "O", "O", "C", "N", "C", "C", "C", "C", "C", "H", "H", "H", "H", "H", "H", "H", "H", "H", "H", "H", "H"], "xyz": [[-1.097, 2.874, -1.134], [0.148, 2.481, -1.709], [1.224, 3.622, -2.015], [-0.026, 1.568, -2.943], [1.101, 1.636, -0.551], [0.798, 0.377, -0.234], [0.453, -0.397, -1.190], [-0.029, -1.750, -0.736], [-1.181, -1.714, 0.174], [-0.991, -1.479, 1.613], [-0.337, -0.071, 1.976], [1.018, 0.114, 1.248], [2.053, 3.360, -1.714], [0.194, 0.602, -2.645], [0.792, -2.429, -0.322], [-0.266, -1.984, -1.756], [-1.744, -2.694, 0.192], [-2.045, -1.170, -0.134], [-0.166, -2.127, 1.896], [-1.908, -1.758, 2.158], [-0.035, -0.161, 2.989], [-0.983, 0.817, 1.752], [1.611, -0.779, 1.508], [1.416, 1.061, 1.579]], "forces_ev_per_a": [[-1.63, 1.12, 0.96], [1.98, -0.60, 0.93], [-2.95, 0.20, -0.79], [1.11, -1.62, -0.36], [-0.48, 1.85, -1.23], [0.67, -1.06, -0.48], [0.12, -0.09, 2.40], [1.80, 0.62, -1.56], [-3.05, -2.24, 0.12], [1.83, 1.70, 1.21], [-0.96, -0.60, -1.45], [-1.42, -0.16, -0.56], [2.54, -0.61, 0.74], [-0.38, 1.00, -0.12], [-0.80, 1.00, -0.65], [-0.71, -1.92, 0.00], [1.15, 0.17, -0.50], [-0.16, 1.38, -0.93], [-0.12, -0.69, 0.55], [0.54, 0.49, 0.05], [-0.29, 0.48, 1.25], [0.36, -0.82, 0.50], [0.21, 0.56, -0.54], [0.64, -0.14, 0.49]], "e_homo_ev": -10.4, "fmax_ev_per_a": 3.8, "spin_multiplicity": 1, "relative_energy_kcal_mol": 0.0, "smiles": "O=P(O)(O)OC1=NCCCCC1"}